(1)
A cluster of 2 separate species, C4H11NO3S in total in a non-equilibrium geometry. Source: OMol25; level of theory: wB97M-V/def2-TZVPD.

The geometry in XYZ format:
```
20
Properties=species:S:1:pos:R:3:mulliken_charge:R:1
C 1.4409 -0.8881 0.9642 -1.12
C 1.1286 -0.3565 -1.3758 -0.98
C 0.3877 1.2659 0.3619 -0.66
C -1.7361 0.9081 0.7441 -0.23
N 0.9677 0.1148 0.0374 0.17
O -1.4812 -1.2980 2.2148 -0.58
O -1.7177 -1.5131 -0.2751 -0.60
O -2.4222 1.3986 -0.2779 -0.49
S -2.0534 -0.8493 0.9792 0.88
H 1.1481 -1.8530 0.5995 0.39
H 2.6350 -0.9025 1.1410 0.25
H 1.0246 -0.8258 1.9358 0.44
H 2.1510 -0.6806 -1.4964 0.35
H 0.4343 -1.3240 -1.5755 0.25
H 0.7202 0.2739 -2.0451 0.39
H 0.5509 1.6616 1.3225 0.45
H 0.0916 1.8980 -0.5828 0.34
H -2.1104 1.2550 1.7994 0.32
H -2.0243 1.0779 -1.0618 0.34
H -3.4449 -0.7980 0.9757 0.10
```

The calculation puts the energy above the lowest of the compared OMol25 structures with the same formula, charge and spin at 432.6 kJ/mol. The calculation puts the HOMO energy at -7.557 eV. For the frontier orbital gap, the calculation gives 0.300 Eh. As for the total charge: 0. For the LUMO energy, the calculation gives 0.5998 eV. As for the spin multiplicity: 1.

(2)
A structure of composition C56H34Cl4N5Os. Source: OMol25; level of theory: wB97M-V/def2-TZVPD.

The geometry in XYZ format:
```
100
Properties=species:S:1:pos:R:3:mulliken_charge:R:1
Os 0.3377 -0.1770 -0.3643 0.18
Cl -8.6395 1.9792 1.0624 -0.20
C -6.9901 1.7538 0.6003 0.35
C -5.9741 2.2260 1.4143 -1.31
C -4.6562 2.0343 1.0417 -0.22
C -4.3106 1.4155 -0.1665 0.78
C -5.3628 0.8956 -0.9313 -0.42
C -6.6853 1.0654 -0.5619 -1.34
C -2.8824 1.2350 -0.5064 0.96
C -1.8916 1.9817 0.0698 0.21
C -2.0510 3.3344 0.5853 -1.79
C -0.8252 3.8475 0.7346 -1.48
C 0.1331 2.8012 0.4071 1.19
C 1.5027 2.9733 0.5483 0.08
C 1.9973 4.3337 0.9193 -0.62
C 2.3803 4.6191 2.2261 0.35
C 2.8290 5.8836 2.5751 -0.99
C 2.8935 6.8706 1.6038 0.39
Cl 3.4515 8.4531 2.0316 -0.20
C 2.5173 6.6093 0.2958 -0.99
C 2.0708 5.3398 -0.0390 0.30
C 2.4386 1.9621 0.3761 1.14
N 2.1991 0.6544 0.1004 0.00
C 3.4557 0.0274 0.0572 0.25
C 3.7253 -1.2891 -0.1651 1.10
C 5.0850 -1.8532 0.0114 -0.57
C 5.7751 -1.7116 1.2135 -0.14
C 7.0335 -2.2674 1.3789 -0.99
C 7.6039 -2.9768 0.3336 0.39
Cl 9.1739 -3.6754 0.5337 -0.19
C 6.9320 -3.1391 -0.8687 -0.97
C 5.6743 -2.5800 -1.0210 -0.13
C 2.6527 -2.1952 -0.4305 0.27
C 2.5714 -3.5732 0.0703 -1.07
C 1.2812 -3.9253 0.0764 -1.70
C 0.5004 -2.8217 -0.5810 2.08
N 1.5002 -1.8064 -0.8927 -0.32
C -0.8885 -2.4652 -2.8248 0.29
C -1.3994 -1.2272 -2.6871 0.34
C -2.4138 -0.6746 -3.5751 -1.50
C -3.1045 0.2253 -2.8615 -1.54
C -2.4609 0.3276 -1.5539 0.60
N -1.3660 -0.4085 -1.5264 0.29
C -1.1210 -3.1924 -4.1076 -0.91
C -2.3772 -3.6785 -4.4569 0.08
C -2.5598 -4.3776 -5.6401 -1.07
C -1.4760 -4.5896 -6.4771 0.31
Cl -1.6983 -5.4572 -7.9565 -0.19
C -0.2148 -4.1185 -6.1441 -1.06
C -0.0410 -3.4299 -4.9550 -0.24
C 4.4865 1.0256 0.3071 -1.26
C 3.8736 2.1982 0.4868 -1.69
N -0.5228 1.6858 -0.0057 -0.19
H -6.2142 2.7118 2.3506 0.42
H -3.8849 2.3239 1.7391 0.76
H -5.1757 0.3246 -1.8240 0.55
H -7.4801 0.6596 -1.1723 0.44
H -2.9910 3.8503 0.6819 0.71
H -0.5597 4.8531 1.0158 0.48
H 2.3228 3.8441 2.9815 0.50
H 3.1248 6.1074 3.5908 0.42
H 2.5769 7.3912 -0.4486 0.43
H 1.7781 5.1283 -1.0604 0.49
H 5.3173 -1.1683 2.0312 0.56
H 7.5692 -2.1600 2.3120 0.42
H 7.3950 -3.6930 -1.6737 0.42
H 5.1493 -2.6977 -1.9620 0.51
H 3.4153 -4.1374 0.4385 0.62
H 0.8560 -4.8592 0.4141 0.59
H -2.6013 -1.0004 -4.5844 0.72
H -3.9308 0.8273 -3.1956 0.89
H -3.2187 -3.5155 -3.7940 0.54
H -3.5345 -4.7585 -5.9136 0.42
H 0.6179 -4.2899 -6.8121 0.44
H 0.9431 -3.0568 -4.6940 0.52
H 5.5438 0.8175 0.3055 0.62
H 4.3180 3.1639 0.6626 0.47
N 0.7227 -1.5782 3.0650 -0.29
C -0.5767 -1.1081 3.2594 0.91
C -0.8612 -0.3085 4.3650 -0.88
C -2.1468 0.1368 4.6068 -0.57
C -3.1811 -0.2016 3.7440 -1.03
C -2.8999 -0.9608 2.6207 -0.41
C -1.6105 -1.4153 2.3561 -0.16
C -1.3302 -2.2520 1.1664 -0.86
C -2.0849 -3.3359 0.8771 0.10
C -2.0317 -4.2917 -0.2318 -0.85
C -1.2942 -4.3484 -1.3490 -1.37
C -0.2320 -3.3644 -1.7991 0.54
C -0.2504 -1.8380 0.3044 1.48
H 1.3008 -1.5436 3.8899 0.32
H 0.8007 -2.4676 2.5945 0.19
H -0.0641 -0.0658 5.0593 0.38
H -2.3449 0.7351 5.4874 0.42
H -4.1929 0.1260 3.9396 0.45
H -3.6933 -1.2072 1.9223 0.44
H -2.8893 -3.5412 1.5773 0.63
H -2.7339 -5.1088 -0.1071 0.43
H -1.4665 -5.1816 -2.0195 0.65
H 0.5218 -3.9275 -2.3617 0.89
```

The calculation puts the energy above the lowest of the compared OMol25 structures with the same formula, charge and spin at 0.0 kJ/mol. The calculation puts the HOMO energy (spin up / spin down) at -9.797 / -9.797 eV. For the frontier orbital gap (spin up / spin down), the calculation gives 0.197 / 0.197 Eh. As for the total charge: +1. For the LUMO energy (spin up / spin down), the calculation gives -4.4449 / -4.4439 eV. As for the spin multiplicity: 1.

(3)
A structure of composition C23H36P2Zn in a non-equilibrium geometry. Source: OMol25; level of theory: wB97M-V/def2-TZVPD.

The geometry in XYZ format:
```
62
Properties=species:S:1:pos:R:3:mulliken_charge:R:1
P -1.3100 -3.2110 -1.8494 2.08
P -0.4937 0.3459 -1.9061 0.64
C -1.6170 -1.8584 -3.0448 -1.09
C -0.3876 -0.9494 -3.2368 -1.04
H -2.4324 -1.2297 -2.5899 0.39
H -2.0582 -2.2365 -3.9859 0.39
H 0.5625 -1.4920 -3.1008 0.41
H -0.3726 -0.4663 -4.2188 0.49
C -2.0160 1.2714 -2.3972 -1.73
H -1.8061 2.3416 -2.3949 0.61
H -2.7951 1.0539 -1.6769 0.36
H -2.2971 0.9302 -3.3916 0.46
C 0.4499 1.4855 -3.1890 -1.89
H -0.1095 1.4971 -4.1420 0.69
H 1.4565 1.1332 -3.4397 0.57
H 0.5347 2.5282 -2.8574 0.18
C -2.0122 -4.6365 -2.7309 -1.21
H -1.6731 -5.5760 -2.3055 0.40
H -1.7552 -4.6192 -3.7931 0.42
H -3.1088 -4.6275 -2.6617 0.35
C 0.4762 -3.5176 -1.7140 -1.50
H 1.0132 -2.6094 -1.3901 0.31
H 0.9428 -3.9608 -2.6059 0.37
H 0.6164 -4.2180 -0.8637 0.37
Zn -1.6475 -1.9624 -0.2031 -0.56
C 0.9279 3.8389 -0.1427 -0.96
C 0.1163 2.7896 0.1032 -0.67
C 0.2814 1.6035 1.0783 0.09
C 1.5040 0.6743 1.1154 0.07
C 2.7026 0.8126 0.1470 -0.85
C 2.7470 1.3271 -1.1057 -0.48
C 2.9797 2.7655 -1.4457 -0.74
C 2.4153 3.7652 -0.3607 -0.75
C -1.2910 -3.9012 0.7529 -1.91
H 0.5169 4.8390 -0.1828 0.39
H -0.8597 2.7421 -0.3605 0.66
H -0.5924 0.9565 0.9478 -0.29
H 0.1629 1.9847 2.0978 0.51
H 1.9536 0.8596 2.0860 0.47
H 1.1970 -0.3819 1.2500 0.23
H 3.5887 0.4129 0.6783 0.30
H 2.6716 0.6425 -1.9747 0.52
H 2.6018 3.0035 -2.4514 0.32
H 4.0435 2.9993 -1.5173 0.41
H 2.9349 3.5032 0.5842 0.33
H 2.7278 4.7881 -0.6157 0.45
H -1.3557 -3.4996 1.7675 0.37
H -0.4102 -4.5515 0.7294 0.43
H -2.1556 -4.5262 0.4868 0.38
C -1.5195 -1.0606 1.4994 -4.20
C -1.2603 -0.5962 2.6259 4.27
C -0.9313 0.0182 3.8860 0.34
C -1.8112 0.8532 4.6097 -0.52
C -1.3715 1.5746 5.7146 -0.37
C -0.0619 1.4327 6.1981 -0.43
C 0.7808 0.4988 5.5796 -0.43
C 0.3533 -0.2209 4.4472 -0.39
H -2.8239 0.9276 4.2695 0.47
H -2.0285 2.2777 6.2204 0.37
H 0.3165 2.0438 7.0270 0.37
H 1.8032 0.3555 5.9621 0.34
H 0.9861 -0.9683 3.9825 0.44
```

The calculation puts the energy above the lowest of the compared OMol25 structures with the same formula, charge and spin at 284.3 kJ/mol. The calculation puts the HOMO energy (spin up / spin down) at -6.352 / -6.353 eV. For the frontier orbital gap (spin up / spin down), the calculation gives 0.233 / 0.233 Eh. As for the total charge: 0. For the LUMO energy (spin up / spin down), the calculation gives -0.0068 / -0.0076 eV. As for the spin multiplicity: 1.